The following is a DFT calculation (wB97M-V/def2-TZVPD) of 2 unconnected molecules or ions with the total composition C3H7F2N2O2.

Values from the calculation:
Charge   -1
LUMO   3.3 eV

Atoms and positions in Å:
C1 2.55332 -2.77512 -0.26755
H1 2.04130 -3.08278 1.83455
C2 1.70689 -2.43985 0.97004
H2 1.90089 -3.39785 -0.89542
C3 3.03784 -1.58779 -1.06232
H3 3.37891 -1.92756 -2.04983
H4 2.17894 -0.90196 -1.19082
H5 3.87132 -1.08260 -0.55429
N1 2.17575 -1.02751 1.51553
O1 1.37902 -0.11927 1.54176
O2 3.31009 -0.95238 1.95353
N2 0.35482 -2.53429 0.69253
H6 -0.25644 -1.66273 0.91058
H7 -0.07656 -3.39066 1.01170
F1 3.63224 -3.58557 0.11312
F2 -1.83130 0.18859 1.58420

---

The following is a DFT calculation (wB97M-V/def2-TZVPD) of 2 unconnected molecules or ions with the total composition C3H7F2NO2.

Values from the calculation:
LUMO (spin up / spin down)   0.4 / 0.4 eV

Atoms and positions in Å:
C1 -1.04151 2.04436 -0.33474
C2 1.51337 -0.86323 1.24775
C3 0.52364 0.21398 -0.55571
N1 -1.02836 -1.76716 -0.21847
O1 -0.23098 1.08910 -1.09376
O2 0.89178 0.30608 0.69854
F1 -2.32646 -1.41732 -0.61856
F2 -0.43462 -2.29844 -1.43202
H1 -0.45854 2.99541 -0.17295
H2 -1.33287 1.35106 0.49042
H3 -1.96537 2.29942 -0.95175
H4 0.66907 -1.50212 1.57471
H5 2.24043 -0.47513 2.01822
H6 2.13334 -1.33226 0.53936
H7 0.84708 -0.64377 -1.19104

---

The following is a DFT calculation (wB97M-V/def2-TZVPD) of 2 unconnected molecules or ions with the total composition C3H7FINO.

Values from the calculation:
LUMO (spin up / spin down)   -0.7 / -0.7 eV

Atoms and positions in Å:
C1 2.27190 -0.70279 -0.23534
C2 0.84297 -0.07128 -0.40184
C3 -2.21656 0.85196 -0.02905
N1 -0.06065 -0.41329 0.60321
O1 -2.63581 0.99948 1.17938
F1 1.08961 1.35388 -0.46715
I1 -2.54956 -0.77650 -1.39424
H1 2.19286 -1.71758 -0.48857
H2 3.01395 -0.24851 -0.73936
H3 2.40701 -0.80992 0.90903
H4 0.37218 -0.33043 -1.35242
H5 -1.76196 1.65336 -0.62314
H6 0.23336 -0.09343 1.43447
H7 -3.19929 0.30506 1.60501

---

The following is a DFT calculation (wB97M-V/def2-TZVPD) of 2 unconnected molecules or ions with the total composition C3H7FN3.

Values from the calculation:
Charge   +1
LUMO   -5.4 eV

Atoms and positions in Å:
C1 -2.07813 0.24965 0.20891
C2 2.92024 -0.04523 0.28859
C3 1.81800 -0.13440 -0.35006
N1 -1.55080 -0.83498 0.50012
N2 -0.90088 -1.78133 0.76234
N3 -2.24252 0.93975 -0.91572
F1 0.76249 0.75198 -0.06451
H1 -2.79807 0.43579 1.04968
H2 3.04407 0.56300 1.10275
H3 0.20800 -1.54229 1.06566
H4 3.71121 -0.66226 0.12334
H5 1.46923 -0.60668 -1.25843
H6 -2.71252 1.82546 -0.86726
H7 -1.65032 0.84153 -1.64540

---

The following is a DFT calculation (wB97M-V/def2-TZVPD) of C3H7FN4 in the gas phase.

Values from the calculation:
Structure (SMILES)   [H]/N=C(\N)[C@@H](F)/C(N)=N\[H]
LUMO   0.8 eV

Atoms and positions in Å:
H1 2.60238 1.51851 -0.03515
N1 1.70640 1.26153 -0.53522
C1 1.28952 0.11768 -0.12581
N2 1.78190 -0.62826 0.97843
C2 -0.02002 -0.31253 -0.64302
F1 -0.08502 -1.72209 -0.51447
C3 -1.23132 0.42161 0.08526
N3 -2.33203 -0.32499 0.24144
N4 -1.21388 1.66962 0.29841
H2 -0.36479 2.08666 -0.08559
H3 2.73768 -0.47472 1.23758
H4 1.34114 -1.58947 1.21608
H5 -0.11190 0.01000 -1.68168
H6 -2.21040 -1.30574 0.37184
H7 -3.05486 0.04773 0.82718

---

The following is a DFT calculation (wB97M-V/def2-TZVPD) of 2 unconnected molecules or ions with the total composition C3H7I.

Values from the calculation:
LUMO   -1.1 eV

Atoms and positions in Å:
C1 -2.01638 -0.73373 -1.45519
C2 1.31751 1.64998 0.43235
C3 1.59442 0.42921 -0.39007
I1 3.59992 -0.23687 0.10796
H1 -1.69955 -0.43689 -2.54642
H2 -3.13325 -0.56496 -1.37272
H3 -1.51119 -0.14442 -0.64873
H4 1.94286 2.55031 0.60922
H5 1.23988 1.38140 1.47060
H6 0.36002 1.89840 0.17697
H7 -1.90606 -1.79404 -1.25135

---

The following is a DFT calculation (wB97M-V/def2-TZVPD) of C3H7I2NS in the gas phase.

Values from the calculation:
LUMO   0.0 eV

Atoms and positions in Å:
C1 0.78510 -0.13052 -1.66675
C2 0.41454 0.97247 1.42982
C3 -0.39129 -0.46887 -0.82424
N1 0.16417 -0.38667 0.90215
S1 -0.71050 -1.36713 1.93818
I1 -1.04909 -2.39177 -1.26742
I2 -1.93848 0.95551 -1.16286
H1 0.57833 -0.19652 -2.82385
H2 1.77044 -0.74626 -1.57470
H3 1.17946 0.91164 -1.57880
H4 -0.47115 1.59534 1.19444
H5 0.43556 0.90045 2.51520
H6 1.24668 1.21885 0.91510
H7 -2.01376 -0.86652 2.00373

---

The following is a DFT calculation (wB97M-V/def2-TZVPD) of a gas-phase ion, C3H7IN (charge +1).

Values from the calculation:
Structure (SMILES)   C[N@H+]1C[C@@H]1I
Charge   +1
LUMO   -4.0 eV

Atoms and positions in Å:
C1 -0.77058 -1.19382 -0.07520
N1 0.39932 -0.33641 -0.15731
C2 0.03207 1.04762 -0.62750
C3 0.63253 0.85030 0.78111
I1 2.62330 1.26713 1.37048
H1 -1.41993 -0.95700 -0.93845
H2 -0.52031 -2.30242 -0.07965
H3 -1.45852 -0.93589 0.79111
H4 1.19111 -0.96220 -0.50790
H5 -1.04596 1.28054 -0.56994
H6 0.52468 1.54294 -1.49270
H7 -0.18772 0.69922 1.50597

---

Here are the calculated E numbers, same order: -15732.279; -14237.459; -17575.725; -10401.093; -11902.171; -11320.946; -31748.575; -12806.354 (eV).
Here are the calculated energy above the lowest of the compared OMol25 structures with the same formula, charge and spin numbers, same order: 0.0; 2.6; 86.1; 100.4; 11.3; 84.4; 35.2; 49.2 (kcal per mole).